Entry 1:
Computed, not measured: a structure of composition C19H31N3OS, with wB97M-V/def2-TZVPD.

Positions of all 55 atoms, in Å:
C: 3.72 3.03 4.63
H: 4.37 2.11 4.59
H: 4.43 3.76 4.46
H: 3.21 3.12 5.47
C: 3.08 3.10 3.29
N: 1.83 2.12 3.60
C: 2.20 0.82 3.57
C: 1.26 -0.36 3.72
N: 0.20 -0.14 2.77
C: -0.36 1.30 2.80
C: 0.77 2.05 2.69
H: 0.56 3.16 2.74
H: 1.29 2.19 1.44
H: -1.22 1.37 2.14
H: -0.64 1.47 3.82
C: -1.07 -0.98 2.95
H: -1.43 -0.93 3.82
C: -0.64 -2.39 2.46
H: -1.50 -3.16 2.12
H: -0.17 -3.00 3.30
C: 0.41 -2.48 1.18
N: -0.22 -1.54 0.37
C: -1.02 -1.92 -0.78
O: -1.44 -2.96 -0.94
C: -1.18 -0.88 -1.68
C: -1.56 0.56 -1.22
S: -2.02 1.89 -2.40
C: -2.07 0.31 -3.55
C: -1.75 -0.65 -2.94
C: -1.67 -1.91 -3.91
H: -1.30 -2.91 -3.24
C: -0.44 -1.81 -5.04
C: -1.11 -1.03 -6.22
C: -1.22 0.61 -5.95
H: -0.32 0.98 -5.52
H: -1.56 0.80 -6.85
C: -2.27 0.74 -5.04
H: -2.93 1.90 -4.94
H: -3.31 0.17 -5.22
H: -0.42 -1.18 -6.85
H: -2.18 -1.32 -6.60
H: 0.17 -1.35 -4.40
H: -0.30 -2.75 -5.29
H: -2.56 -2.03 -4.30
H: -1.31 0.89 -0.06
H: 0.03 -0.52 0.26
H: 1.28 -2.14 1.36
H: 0.21 -3.34 0.55
H: -1.72 -0.82 2.16
H: 1.49 -1.37 3.82
H: 0.78 -0.20 4.73
H: 3.11 0.41 4.19
H: 2.74 0.30 2.28
H: 2.36 4.05 3.23
H: 3.40 2.85 2.43

Values from the calculation:
Energy relative to the best compared isomer or geometry (same formula, charge and spin): 18.719 eV
Gap between HOMO and LUMO: 0.304 Ha

***

Entry 2:
Computed, not measured: a structure of composition C19H31N5OSSiTm, with wB97M-V/def2-TZVPD.

Positions of all 59 atoms, in Å:
Tm: 0.20 0.29 -0.04
C: -0.11 -1.76 2.75
C: -1.48 -1.70 2.11
N: -1.44 -1.63 0.63
C: -1.16 -2.90 -0.04
C: 0.32 -3.21 -0.11
C: 0.78 -4.51 -0.14
C: 2.14 -4.74 -0.19
C: 3.00 -3.65 -0.18
C: 2.47 -2.37 -0.15
C: 3.36 -1.16 -0.15
N: 2.73 0.03 0.42
C: 2.95 0.22 1.86
C: 2.12 -0.74 2.69
N: 0.69 -0.57 2.40
N: 1.15 -2.16 -0.14
H: -0.24 -1.87 3.83
H: 0.43 -2.64 2.41
H: -2.07 -2.57 2.43
H: -2.01 -0.81 2.45
H: -2.35 -1.31 0.33
H: -1.68 -3.74 0.44
H: -1.55 -2.83 -1.06
H: 0.07 -5.34 -0.11
H: 2.53 -5.75 -0.21
H: 4.08 -3.79 -0.18
H: 4.30 -1.41 0.37
H: 3.63 -0.93 -1.18
H: 3.07 0.84 -0.07
H: 4.01 0.12 2.13
H: 2.66 1.25 2.10
H: 2.39 -1.77 2.44
H: 2.35 -0.60 3.75
H: 0.34 0.20 2.96
O: 0.44 0.47 -2.09
N: 0.21 1.68 -2.67
C: -0.45 1.67 -3.85
C: -0.73 2.83 -4.50
C: -0.32 4.04 -3.91
C: 0.34 4.02 -2.71
C: 0.64 2.82 -2.05
S: 1.47 2.76 -0.54
H: -0.71 0.69 -4.21
H: -1.25 2.80 -5.44
H: -0.54 4.98 -4.40
H: 0.66 4.93 -2.22
C: -1.91 3.54 0.96
Si: -2.16 1.81 0.27
C: -3.55 1.11 1.36
C: -3.03 2.11 -1.39
H: -2.84 4.12 0.88
H: -1.13 4.08 0.42
H: -1.61 3.52 2.01
H: -4.40 1.80 1.35
H: -3.24 1.00 2.41
H: -3.93 0.14 1.03
H: -4.06 2.44 -1.21
H: -3.07 1.23 -2.05
H: -2.52 2.91 -1.95

Values from the calculation:
Net charge: +1
Spin multiplicity: 3
Gap between HOMO and LUMO (spin up / spin down): 0.255 / 0.254 Ha

***

Entry 3:
Computed, not measured: a structure of composition C19H31N7NdO5PS, with wB97M-V/def2-TZVPD.

Positions of all 65 atoms, in Å:
Nd: 0.12 0.01 -0.85
C: -3.72 0.06 -4.20
N: -2.97 -1.18 -4.16
C: -3.47 -2.29 -4.95
C: -1.85 -1.26 -3.42
N: -1.29 -0.23 -2.83
N: -1.30 -2.52 -3.32
C: -0.12 -2.93 -2.71
N: 0.20 -4.22 -2.94
N: 0.58 -2.11 -1.99
H: -4.70 -0.14 -4.62
H: -3.22 0.81 -4.82
H: -3.86 0.46 -3.19
H: -4.23 -1.93 -5.63
H: -3.92 -3.07 -4.33
H: -2.67 -2.72 -5.57
H: -1.78 0.62 -3.09
H: -1.82 -3.26 -3.76
H: -0.33 -4.82 -3.54
H: 1.03 -4.62 -2.53
H: 1.43 -2.55 -1.64
C: 5.63 -1.75 5.38
C: 4.83 -1.27 4.22
C: 4.49 -2.14 3.19
C: 3.66 -1.74 2.16
C: 3.19 -0.43 2.14
C: 3.54 0.47 3.13
C: 4.36 0.05 4.16
S: 1.95 -0.07 0.95
O: 2.41 -0.23 -0.44
O: 1.35 1.26 1.08
N: 0.76 -1.14 1.05
C: -0.34 -0.74 1.77
C: -0.37 -0.59 3.16
C: -1.54 -0.20 3.78
C: -2.67 0.02 3.00
C: -2.57 -0.14 1.64
N: -1.44 -0.49 1.01
H: 5.98 -2.76 5.21
H: 5.00 -1.74 6.27
H: 6.47 -1.09 5.57
H: 4.85 -3.16 3.20
H: 3.36 -2.41 1.37
H: 3.15 1.48 3.10
H: 4.64 0.75 4.93
H: 0.53 -0.80 3.73
H: -1.57 -0.07 4.85
H: -3.61 0.32 3.45
H: -3.44 0.01 0.99
C: -0.80 4.04 1.81
O: -1.56 3.49 0.73
P: -0.94 2.55 -0.39
O: 0.03 3.66 -1.10
C: 1.10 3.24 -1.93
O: -2.20 2.43 -1.40
C: -3.00 3.56 -1.80
H: -1.33 4.94 2.13
H: 0.21 4.31 1.48
H: -0.74 3.33 2.63
H: 1.78 4.08 -2.00
H: 0.74 2.97 -2.93
H: 1.64 2.38 -1.47
H: -3.05 3.57 -2.89
H: -2.57 4.49 -1.45
H: -4.00 3.44 -1.39

Values from the calculation:
Net charge: +2
Spin multiplicity: 4
Gap between HOMO and LUMO (spin up / spin down): 0.335 / 0.340 Ha

***

Entry 4:
Computed, not measured: a structure of composition C19H32AlFN4O4PS, with wB97M-V/def2-TZVPD.

Positions of all 63 atoms, in Å:
C: -1.81 -3.77 -0.05
C: -1.31 -2.52 -0.76
C: -0.47 -1.56 0.11
C: -1.00 -1.37 1.55
Al: 1.48 -1.97 0.06
O: 2.44 -0.47 0.58
N: 1.91 0.23 1.61
O: 2.42 0.01 2.66
P: 2.18 -2.55 -2.11
C: 2.54 -4.39 -2.14
C: 3.85 -1.78 -2.40
C: 4.18 -1.78 -3.90
S: 2.01 -3.65 1.59
O: 1.43 -4.92 1.24
O: 1.86 -3.26 2.96
F: 3.60 -3.90 1.40
H: -1.08 -4.57 -0.11
H: -2.09 -3.60 0.98
H: -2.70 -4.14 -0.56
H: -2.11 -1.97 -1.26
H: -0.66 -2.86 -1.57
H: -0.53 -0.57 -0.36
H: -2.06 -1.60 1.60
H: -0.85 -0.34 1.86
H: -0.48 -1.99 2.28
H: 3.56 -4.55 -2.48
H: 1.83 -4.88 -2.78
H: 2.47 -4.79 -1.13
H: 3.86 -0.78 -1.99
H: 4.62 -2.34 -1.89
H: 3.70 -0.93 -4.38
H: 3.80 -2.69 -4.35
H: 5.25 -1.75 -4.06
N: -3.89 1.17 -2.51
C: -2.60 1.10 -2.05
C: -2.52 1.85 -0.92
C: -3.82 2.39 -0.67
C: -4.64 1.95 -1.67
H: -4.24 0.71 -3.33
H: -1.86 0.52 -2.57
H: -1.64 1.99 -0.32
H: -4.11 3.03 0.14
H: -5.68 2.13 -1.86
N: -6.86 6.38 -2.72
C: -6.19 6.66 -1.56
C: -5.00 5.99 -1.59
C: -4.94 5.27 -2.81
C: -6.10 5.54 -3.49
H: -7.76 6.74 -2.97
H: -6.62 7.32 -0.82
H: -4.25 6.00 -0.81
H: -4.15 4.63 -3.15
H: -6.46 5.19 -4.45
N: 5.89 0.53 6.66
C: 5.33 -0.58 6.08
C: 4.50 -0.16 5.08
C: 4.55 1.26 5.06
C: 5.42 1.66 6.04
H: 6.54 0.52 7.42
H: 5.58 -1.57 6.42
H: 3.91 -0.79 4.43
H: 4.02 1.92 4.39
H: 5.74 2.64 6.36

Values from the calculation:
Net charge: -1
Gap between HOMO and LUMO: 0.247 Ha

***

Entry 5:
Computed, not measured: a cluster of 3 separate species, C19H32BCl4N2O3 in total, with wB97M-V/def2-TZVPD.

Positions of all 61 atoms, in Å:
C: 2.42 -2.13 2.47
C: 2.15 -1.42 1.36
C: 0.78 -0.93 1.18
N: 0.00 -1.63 0.35
C: -1.30 -1.33 0.08
B: -2.06 -2.26 -0.98
N: -3.28 -2.91 -0.71
O: -1.39 -2.42 -2.17
C: -1.84 -0.23 0.70
C: -1.08 0.54 1.57
C: -1.67 1.73 2.26
O: -2.15 1.56 3.34
O: -1.58 2.88 1.63
C: -2.46 3.92 2.11
C: -3.91 3.61 1.79
C: -4.09 3.37 0.27
C: 0.26 0.22 1.81
C: 1.15 1.05 2.69
C: 2.14 1.86 1.79
C: 3.63 1.59 2.14
C: 1.83 3.38 1.84
H: 3.08 -2.98 2.41
H: 2.04 -1.86 3.45
H: 2.96 -1.21 0.66
H: 0.41 -2.44 -0.11
H: -3.96 -2.89 -1.46
H: -3.70 -2.71 0.18
H: -2.01 -2.30 -2.90
H: -2.87 0.04 0.50
H: -2.29 4.14 3.16
H: -2.19 4.82 1.56
H: -4.56 4.41 2.12
H: -4.21 2.71 2.33
H: -4.99 3.85 -0.09
H: -3.26 3.80 -0.28
H: -4.11 2.30 0.06
H: 1.68 0.41 3.38
H: 0.52 1.77 3.20
H: 1.99 1.57 0.76
H: 4.17 1.22 1.27
H: 3.70 0.80 2.89
H: 4.12 2.47 2.52
H: 1.24 3.66 0.97
H: 2.76 3.94 1.78
H: 1.28 3.65 2.73
Cl: -0.92 0.00 -5.11
C: -1.43 -1.01 -6.48
C: -2.92 -1.19 -6.53
Cl: -3.51 -2.19 -5.16
H: -0.92 -1.97 -6.40
H: -1.10 -0.52 -7.39
H: -3.21 -1.71 -7.44
H: -3.44 -0.24 -6.49
Cl: 2.68 -4.16 -0.42
C: 4.22 -3.70 -1.22
C: 5.43 -4.05 -0.39
Cl: 5.56 -3.04 1.07
H: 4.18 -2.64 -1.43
H: 4.25 -4.24 -2.16
H: 6.33 -3.88 -0.97
H: 5.41 -5.09 -0.08

Values from the calculation:
Net charge: +1
Gap between HOMO and LUMO: 0.328 Ha

***

Entry 6:
Computed, not measured: a structure of composition C19H32BGeN7Rh, with wB97M-V/def2-TZVPD.

Positions of all 61 atoms, in Å:
Rh: -0.39 1.15 -0.50
C: -2.56 3.87 2.10
C: -1.72 2.77 1.95
N: -1.56 2.50 0.65
N: -2.29 3.41 -0.04
C: -2.91 4.24 0.82
B: -2.29 3.43 -1.57
N: -0.90 3.56 -2.18
C: -0.41 4.49 -3.02
C: 0.92 4.22 -3.25
C: 1.18 3.05 -2.54
N: 0.09 2.67 -1.88
N: -2.79 1.97 -2.01
C: -3.81 1.63 -2.73
C: -3.81 0.20 -2.87
C: -2.66 -0.23 -2.14
N: -2.06 0.80 -1.63
H: -2.88 4.33 3.02
H: -1.24 2.17 2.70
H: -3.53 5.04 0.47
H: -3.06 4.22 -2.01
H: -1.04 5.29 -3.37
H: 1.60 4.78 -3.87
H: 2.10 2.49 -2.47
H: -4.51 2.36 -3.12
H: -4.53 -0.40 -3.41
H: -2.30 -1.23 -2.02
C: -1.26 -4.59 0.53
C: -1.33 -4.18 1.99
C: -0.40 -3.04 2.38
C: -0.76 -1.69 1.73
Ge: 0.03 -1.31 -0.05
C: 2.14 -1.74 0.19
C: 2.31 -3.12 -0.23
C: 3.94 -3.42 -0.13
C: 4.45 -3.50 1.28
H: -1.92 -5.43 0.32
H: -0.25 -4.89 0.23
H: -1.58 -3.78 -0.14
H: -1.07 -5.04 2.61
H: -2.35 -3.92 2.26
H: 0.64 -3.31 2.16
H: -0.44 -2.88 3.46
H: -0.45 -0.85 2.35
H: -1.84 -1.60 1.57
H: -0.30 -2.12 -1.31
H: 2.31 -1.52 1.24
H: 2.51 -0.97 -0.49
H: 2.04 -3.31 -1.27
H: 1.87 -3.86 0.44
H: 4.45 -2.67 -0.74
H: 3.97 -4.38 -0.65
H: 4.50 -2.54 1.78
H: 5.47 -3.89 1.25
H: 3.87 -4.20 1.89
C: 3.17 2.70 1.97
C: 2.10 2.08 1.21
N: 1.26 1.59 0.60
H: 3.38 3.68 1.55
H: 4.07 2.09 1.92
H: 2.86 2.81 3.01

Values from the calculation:
Energy relative to the best compared isomer or geometry (same formula, charge and spin): 0.000 eV
Net charge: +3
Spin multiplicity: 5
Gap between HOMO and LUMO (spin up / spin down): 0.318 / 0.173 Ha

***

| no. | molecular weight (g/mol) | F_max (eV Å⁻¹) |
| --- | --- | --- |
| 1 | 349.54 | 16.11 |
| 2 | 574.58 | 1.89 |
| 3 | 644.78 | 3.64 |
| 4 | 489.51 | 1.29 |
| 5 | 489.10 | 1.70 |
| 6 | 544.84 | 0.40 |